# 1
Density functional theory data (ωB97M-V with the def2-TZVPD basis set) for an isolated ion of composition C4H8IN2 and charge +1 in a non-equilibrium geometry.

The geometry in XYZ format:
```
15
Properties=species:S:1:pos:R:3:forces:R:3:nbo_charge:R:1
C 1.2258 -1.7233 0.7764 0.1 0.7 0.5 -0.415
N 0.1524 -1.0576 0.1078 -0.7 0.3 -0.6 -0.367
C 0.3287 -0.5716 -1.1948 1.2 1.0 -1.9 -0.183
C 0.1274 0.3609 -0.0214 -1.7 0.5 0.2 -0.224
C -1.2086 0.9742 0.1808 0.6 -0.4 -0.6 0.253
N -1.2628 2.2579 0.3399 1.1 0.7 -0.4 -0.671
I -2.7824 -0.3063 0.0137 -0.5 0.4 0.2 0.418
H 0.7266 -2.0612 1.7355 1.6 0.1 -0.8 0.237
H 1.4300 -2.5042 0.0518 0.6 -0.7 0.8 0.226
H 2.0868 -0.9825 0.8100 -0.5 -1.4 0.7 0.192
H -0.5431 -0.6236 -1.8135 -0.3 -0.4 -0.5 0.207
H 1.3062 -0.5182 -1.8317 -1.5 -0.2 1.8 0.239
H 0.8663 1.0530 0.2803 1.4 0.1 0.4 0.223
H -0.4132 2.8253 0.2528 0.0 -0.6 0.2 0.425
H -2.0402 2.8771 0.3124 -1.4 -0.2 0.2 0.442
```
Forces are in eV/Å.

As for the charge: +1. The orbital gap is 8.69 eV. As for the structure (SMILES): CN1C[C@H]1C(=[NH2+])I. For the LUMO energy, the calculation gives -0.176 Ha.

---

# 2
Density functional theory data (ωB97M-V with the def2-TZVPD basis set) for C4H8InO3 as an isolated structure in a non-equilibrium geometry.

The geometry in XYZ format:
```
16
Properties=species:S:1:pos:R:3:forces:R:3:lowdin_charge:R:1
H -0.7347 -1.9300 1.0895 -0.2 1.1 0.7 0.181
C 0.6934 -1.4164 -0.4565 -3.1 0.9 1.5 -0.006
H -0.0186 -1.2553 -1.2726 0.3 0.0 -0.7 0.192
H 1.6442 -1.7664 -0.8682 0.9 -0.9 -0.4 0.233
C 0.1579 -2.3456 0.6056 1.3 -0.4 -1.9 0.135
H 0.9203 -2.5486 1.3682 -0.3 -0.6 1.2 0.175
H -0.1185 -3.2922 0.1225 0.7 -0.2 -0.2 0.163
O 1.0397 -0.1160 0.1110 0.6 -1.8 -0.4 0.109
C 0.4395 0.9716 -0.2650 -3.2 -0.2 -0.8 -0.534
O 1.1303 1.9971 -0.3945 -5.3 0.9 -0.8 -0.022
In 2.9088 2.0645 -0.0635 7.3 1.2 1.2 1.680
O -0.8297 0.9198 -0.4494 2.3 -1.4 0.5 0.145
C -1.6544 1.9973 0.0341 -1.5 1.6 0.0 0.115
H -1.3401 2.2661 1.0476 0.0 -0.1 -0.1 0.145
H -1.5669 2.8540 -0.6418 0.0 -0.1 0.1 0.145
H -2.6712 1.5999 0.0329 0.2 0.1 0.0 0.146
```
Forces are in eV/Å.

As for the charge: +3. The orbital gap (alpha / beta) is 7.69 / 4.86 eV. For the LUMO energy (alpha / beta), the calculation gives -0.635 / -0.719 Ha.

---

# 3
Density functional theory data (ωB97M-V with the def2-TZVPD basis set) for an isolated ion of composition C4H8N and charge +1 in a non-equilibrium geometry.

The geometry in XYZ format:
```
13
Properties=species:S:1:pos:R:3:forces:R:3:nbo_charge:R:1
C -0.0577 -0.0274 -0.3448 0.0 0.2 -0.1 -0.001
C 1.3106 0.4678 -1.0682 3.3 -2.2 2.5 -0.326
C 1.2752 -0.9937 -0.9615 -1.9 3.9 -3.2 -0.113
C -1.2485 0.3135 1.6147 -7.1 0.9 1.2 -0.508
N -0.1504 0.3053 0.8604 3.5 -0.8 1.2 -0.150
H -0.9420 -0.2665 -0.8763 -0.7 -0.2 -1.2 0.223
H 1.0294 1.0937 -1.8222 -1.0 0.6 -2.9 0.266
H 2.2007 1.0094 -0.5617 -2.2 -1.0 0.3 0.293
H 1.6216 -1.5388 -0.1993 2.1 -1.4 3.0 0.240
H 0.8773 -1.6251 -1.7423 -0.5 0.3 -0.2 0.258
H -1.7687 1.3828 1.5461 1.4 -1.6 0.3 0.320
H -1.2429 0.0665 2.7225 1.0 0.5 -1.4 0.283
H -2.2250 -0.2500 1.1926 2.2 0.6 0.4 0.215
```
Forces are in eV/Å.

As for the charge: +1. The orbital gap is 8.49 eV. For the LUMO energy, the calculation gives -0.246 Ha.

---

no.,calculated total energy (eV)
1,-15349.539
2,-15553.180
3,-5756.197